{
  "formula": "C13H9N5O4Yb",
  "method": "ωB97M-V with the def2-TZVPD basis set",
  "e_homo_ev": [-12.31, -12.31],
  "total_energy_ha": -2234.21947,
  "multiplicity": 2,
  "charge": 1,
  "lumo_ev": [-3.6228, -3.6155],
  "orbital_gap_ev": [8.690, 8.698],
  "symbols": ["Yb", "O", "C", "O", "C", "C", "C", "C", "C", "N", "C", "O", "O", "H", "H", "H", "N", "C", "C", "N", "C", "C", "N", "C", "C", "N", "H", "H", "H", "H", "H", "H"],
  "positions_angstrom": [[-0.14169, 0.10029, -0.00003], [0.00322, 4.30270, 0.00001], [-0.35593, 3.16029, 0.00000], [0.41722, 2.08327, 0.00000], [-1.82777, 2.77255, 0.00000], [-2.91442, 3.62074, 0.00001], [-4.18352, 3.04811, 0.00001], [-4.34075, 1.66496, 0.00002], [-3.20090, 0.89024, 0.00001], [-1.99456, 1.45250, 0.00000], [-3.12171, -0.62945, -0.00001], [-4.10051, -1.31965, -0.00001], [-1.86019, -1.03659, -0.00002], [-2.76197, 4.69080, 0.00001], [-5.05777, 3.68568, 0.00001], [-5.31285, 1.19243, 0.00003], [4.24015, -1.07978, 0.00001], [4.52688, 0.27042, 0.00000], [3.32569, 0.90675, -0.00002], [2.32224, -0.03326, -0.00004], [2.90473, -1.21603, -0.00001], [2.05033, -2.39314, -0.00002], [0.74497, -2.20581, -0.00004], [0.16284, -3.45150, -0.00002], [1.14071, -4.39606, 0.00000], [2.33531, -3.70482, 0.00002], [4.92765, -1.81520, 0.00004], [5.53459, 0.64617, 0.00002], [3.10158, 1.95986, -0.00002], [-0.90770, -3.56558, -0.00003], [1.09629, -5.47064, 0.00003], [3.24783, -4.13022, 0.00006]],
  "forces_ev_per_angstrom": [[1.0613, -0.8494, -0.0002], [0.0433, 0.0452, 0.0000], [-0.0905, -0.0873, 0.0000], [0.2548, 1.0196, 0.0001], [0.0806, -0.1592, 0.0001], [-0.0704, 0.0883, 0.0001], [-0.0179, 0.0273, 0.0001], [-0.1057, 0.0384, -0.0006], [0.1864, -0.0343, 0.0001], [-0.1808, 0.1487, 0.0000], [0.0191, 0.0810, 0.0002], [-0.0195, -0.0467, 0.0000], [-0.9085, -0.4661, 0.0001], [-0.0039, -0.0032, 0.0000], [0.0035, -0.0020, 0.0000], [0.0024, 0.0038, 0.0001], [0.1594, -0.0570, -0.0001], [-0.0568, 0.0024, 0.0001], [-0.0193, -0.0231, 0.0000], [-0.2598, 0.2403, 0.0000], [0.0300, -0.0429, 0.0001], [0.0416, -0.0092, 0.0001], [-0.2623, 0.1627, 0.0000], [0.0282, 0.0241, 0.0000], [-0.0283, 0.0491, 0.0001], [0.0985, -0.1331, -0.0001], [-0.0130, 0.0007, 0.0000], [-0.0058, -0.0495, 0.0000], [-0.0080, -0.0114, -0.0001], [0.0056, 0.0085, 0.0000], [0.0438, 0.0213, 0.0000], [-0.0083, 0.0129, 0.0000]],
  "lowdin_charge": [1.81, 0.14, -0.54, -0.23, -0.16, 0.04, 0.00, 0.04, -0.16, 0.01, -0.54, 0.14, -0.23, 0.13, 0.12, 0.13, 0.13, -0.04, -0.09, -0.01, -0.27, -0.27, -0.01, -0.09, -0.04, 0.13, 0.17, 0.13, 0.12, 0.12, 0.13, 0.17]
}

=====

{
  "formula": "C14H10BrF5O3P",
  "method": "ωB97M-V with the def2-TZVPD basis set",
  "e_homo_ev": -3.51,
  "total_energy_ha": -4179.97987,
  "charge": -1,
  "lumo_ev": 1.8288,
  "orbital_gap_ev": 5.335,
  "symbols": ["C", "P", "C", "C", "C", "C", "F", "F", "C", "C", "C", "C", "C", "C", "F", "F", "F", "C", "C", "O", "O", "C", "O", "H", "H", "H", "H", "H", "H", "H", "H", "H", "H", "Br"],
  "positions_angstrom": [[-2.51581, 0.22556, 2.22966], [-1.79438, -0.32466, 0.61575], [-2.84006, -1.60601, -0.24340], [-1.39437, 1.07232, -0.46428], [-0.65682, 1.12173, -1.59876], [0.05306, -0.09256, -2.26436], [0.78826, 0.28045, -3.33987], [-0.96530, -0.95488, -2.64463], [0.93750, -0.74520, -1.18444], [0.83549, -2.10486, -0.87580], [1.65432, -2.59960, 0.16009], [2.50654, -1.72042, 0.84427], [2.60835, -0.36589, 0.50988], [3.50424, 0.63714, 1.23189], [2.70330, 1.25799, 2.13063], [4.54917, 0.02074, 1.82059], [3.88696, 1.58686, 0.34258], [1.80799, 0.12880, -0.52346], [-0.55293, 2.53867, -2.14930], [0.13598, 2.93218, -3.03952], [-1.40411, 3.30117, -1.37436], [-1.83904, 2.55099, -0.28842], [-2.47688, 3.01809, 0.60331], [-3.24877, -0.53604, 2.56258], [-2.91451, 1.25008, 2.23990], [-1.69178, 0.18748, 2.96783], [-2.23073, -2.52852, -0.29752], [-3.09107, -1.33376, -1.28313], [-3.72944, -1.86118, 0.35830], [0.14645, -2.76935, -1.40875], [1.62709, -3.64679, 0.47855], [3.10254, -2.12300, 1.66927], [1.85099, 1.18464, -0.80398], [0.64776, 2.01781, 3.01890]],
  "forces_ev_per_angstrom": [[-0.0849, -0.1388, 0.1908], [1.3966, -0.1338, 0.7156], [0.0012, -0.0813, -0.2646], [-0.7851, 1.3632, -0.8899], [0.4229, -0.5121, -0.8376], [-0.6079, 0.8132, 2.1802], [-0.4847, -0.4328, 0.0140], [0.7441, 0.0853, -0.4827], [-0.2031, 0.0490, -0.7961], [0.7230, -0.0198, 0.5596], [-0.1238, 0.7223, -0.1649], [0.1672, -0.2172, 0.2052], [-0.1819, -0.2699, -0.7627], [-2.4997, -0.4655, -0.2819], [3.6431, -1.1332, -1.0042], [0.0359, 0.8019, -0.1620], [0.9153, -0.3404, 0.5626], [0.0600, -0.6892, 0.1508], [-0.0054, -1.7096, 0.7013], [-0.6325, 0.4435, 0.3581], [0.4188, 0.3405, -0.0064], [-0.2389, -0.9665, 1.0422], [0.2405, -0.0492, -0.9234], [0.0596, 0.4729, -0.3725], [-0.0270, -0.4971, -0.0949], [-0.1974, 0.2295, -0.5780], [-0.2190, 0.5070, 0.0323], [-0.1340, -0.0259, 0.5754], [0.2063, 0.3744, -0.3563], [0.2756, 0.4201, 0.1872], [-0.0965, 0.4107, -0.2513], [-0.1448, 0.2506, -0.2988], [-0.0267, -0.4071, 0.1400], [-2.6168, 0.8053, 0.9126]],
  "lowdin_charge": [-0.30, 0.98, -0.28, -0.20, -0.05, -0.41, 0.12, 0.05, -0.15, -0.04, -0.06, -0.01, -0.09, -0.57, -0.20, 0.13, 0.12, 0.05, -0.38, 0.16, 0.13, -0.40, 0.14, 0.03, 0.03, -0.03, 0.02, 0.03, 0.03, 0.11, 0.10, 0.12, 0.15, -0.32]
}

=====

{
  "formula": "C14H10ClCoF9O",
  "method": "ωB97M-V with the def2-TZVPD basis set",
  "e_homo_ev": [0.28, 0.32],
  "total_energy_ha": -3356.44780,
  "multiplicity": 4,
  "charge": -2,
  "lumo_ev": [5.5626, 5.5599],
  "e_above_lowest_kj_mol": 5.0,
  "orbital_gap_ev": [5.278, 5.244],
  "symbols": ["C", "C", "C", "H", "C", "C", "H", "H", "H", "H", "Co", "Cl", "C", "C", "C", "H", "C", "C", "H", "H", "H", "H", "F", "C", "F", "F", "C", "O", "C", "F", "F", "F", "C", "F", "F", "F"],
  "positions_angstrom": [[1.83531, -1.85717, 0.19224], [2.85666, -1.05049, -0.45181], [2.51531, -0.92961, -1.81229], [3.78252, -0.76209, 0.02935], [1.29658, -1.56988, -2.03916], [0.85209, -2.14811, -0.83320], [0.08322, -2.88599, -0.69705], [1.89917, -2.30845, 1.16403], [3.18007, -0.52408, -2.55860], [0.85128, -1.76406, -3.00281], [1.04265, -0.16910, 0.08978], [1.88378, 0.65719, 1.83498], [0.14363, 2.36012, -0.56902], [-0.01407, 1.87249, -1.89129], [1.28634, 1.66340, -2.43586], [-0.94254, 1.90137, -2.43807], [2.23553, 1.98168, -1.45302], [1.54387, 2.43331, -0.28899], [1.98634, 2.85617, 0.59942], [-0.60880, 2.79146, 0.06119], [1.48876, 1.43917, -3.46933], [3.30763, 2.02705, -1.54244], [-2.90939, -1.46491, -0.67863], [-2.70557, -1.61444, 0.64455], [-3.89627, -1.91674, 1.17578], [-1.89482, -2.68956, 0.82533], [-1.89048, -0.32361, 1.22962], [-0.85126, -0.21413, 0.39633], [-2.78192, 1.00386, 1.24172], [-3.94945, 0.90713, 1.90195], [-2.07768, 2.01683, 1.80879], [-3.07316, 1.36009, -0.02643], [-1.66627, -0.68395, 2.89012], [-2.81187, -1.09468, 3.44738], [-0.75873, -1.66978, 3.03291], [-1.23848, 0.36953, 3.62251]],
  "forces_ev_per_angstrom": [[1.2774, -2.6457, -1.6535], [0.5371, -1.8058, 0.0453], [0.7746, -0.5629, 0.3379], [-0.2358, 0.2875, -0.1043], [-0.0823, -0.9552, -0.0316], [1.5595, -0.8059, 0.5600], [-0.5000, 0.3127, -0.0487], [-0.1017, 0.0912, 0.2693], [-0.3007, 0.4389, -0.0203], [-0.2387, 0.4170, -0.0406], [-1.9171, 3.2977, -2.2545], [1.1381, 0.5521, 3.8810], [1.2990, 0.3492, -0.5568], [0.8957, 0.7333, 0.0657], [-0.8299, 0.8492, 0.1388], [-0.1845, -0.4086, -0.0943], [-0.5557, 1.0508, 0.5566], [-0.7736, 0.3005, -1.4642], [-0.0251, -0.2219, -0.1017], [-0.3214, -0.2667, 0.2148], [0.0867, -0.4260, -0.1664], [0.2549, -0.3318, -0.1461], [0.0327, -0.1677, 0.4304], [1.2781, 1.0733, 0.0932], [-0.4067, -0.1168, 0.2260], [-0.6910, 0.1947, -0.1898], [0.2359, -0.5797, -0.1251], [-2.8673, -0.0904, 2.4896], [1.3858, -0.2715, -0.6465], [-0.1937, -0.0331, 0.1714], [-0.7185, -0.5032, -0.3953], [-0.0571, -0.0042, 0.5297], [1.1669, 0.6747, -1.9319], [-0.3297, -0.2387, 0.2819], [-0.3879, 0.3801, 0.0602], [-0.2041, -0.5670, -0.3803]],
  "lowdin_charge": [-0.32, -0.25, -0.18, 0.08, -0.15, -0.18, 0.08, 0.09, 0.09, 0.08, 0.31, 0.11, -0.22, -0.19, -0.24, 0.06, -0.24, -0.29, 0.03, 0.06, 0.06, 0.06, 0.14, -0.52, 0.12, 0.12, -0.25, -0.17, -0.52, 0.13, 0.12, 0.14, -0.50, 0.12, 0.12, 0.11]
}